Below is an isolated molecule of C19H29N3O2, with properties calculated with ωB97M-V with the def2-TZVPD basis set.

Its charge is 0. For the LUMO energy, the calculation gives 0.765 eV. The calculation puts the relative energy (zero: lowest compared OMol25 entry of this formula, charge and spin) at 1.2218 eV. The SMILES is CCN(CC)CCNC(=O)[C@@H]1CCC(=O)N1CCc1ccccc1. The calculation puts the frontier orbital gap at 0.33165 hartree.

Positions of all 53 atoms, in Å:
1 C -4.21804 -2.98209 0.68881
2 C -4.12908 -2.13358 -0.58649
3 N -3.88676 -0.72063 -0.38887
4 C -4.93283 -0.01362 0.32661
5 C -4.94705 1.47020 -0.02791
6 C -2.54373 -0.38455 0.03689
7 C -1.81875 0.39631 -1.07759
8 N -0.56391 0.96295 -0.63300
9 C -0.53040 2.05420 0.15064
10 O -1.51781 2.66638 0.50325
11 C 0.87981 2.55029 0.50569
12 C 1.40125 3.44589 -0.63744
13 C 2.30874 2.51783 -1.43976
14 C 2.75008 1.47028 -0.42762
15 O 3.69392 0.72053 -0.51780
16 N 1.88026 1.51372 0.61268
17 C 2.07454 0.74349 1.81721
18 C 1.32712 -0.60048 1.82278
19 C 1.89892 -1.56043 0.81368
20 C 3.20601 -2.01373 0.94945
21 C 3.75981 -2.86462 0.01284
22 C 3.01264 -3.28510 -1.07450
23 C 1.70431 -2.85924 -1.20858
24 C 1.15338 -2.00440 -0.26893
25 H -5.05827 -2.66519 1.30134
26 H -3.30839 -2.89345 1.27907
27 H -4.35662 -4.02771 0.42656
28 H -5.06521 -2.23088 -1.14448
29 H -3.32583 -2.51745 -1.22196
30 H -4.83083 -0.12159 1.42032
31 H -5.88742 -0.45738 0.03261
32 H -5.05929 1.59248 -1.10214
33 H -5.78413 1.95608 0.46777
34 H -4.03072 1.96204 0.28741
35 H -1.97256 -1.28748 0.28047
36 H -2.56714 0.24704 0.93100
37 H -2.46753 1.21694 -1.38882
38 H -1.63030 -0.25132 -1.93443
39 H 0.28963 0.44924 -0.79372
40 H 0.79337 3.10627 1.44625
41 H 0.58380 3.85997 -1.22510
42 H 1.97849 4.27302 -0.22334
43 H 3.17376 3.02008 -1.86817
44 H 1.77351 2.01915 -2.25019
45 H 3.14846 0.55358 1.90172
46 H 1.74786 1.34848 2.66816
47 H 0.26534 -0.42906 1.63410
48 H 1.42782 -1.02659 2.82429
49 H 3.79694 -1.69531 1.79566
50 H 4.77985 -3.19916 0.12884
51 H 3.44702 -3.94484 -1.81079
52 H 1.10809 -3.19015 -2.04710
53 H 0.12261 -1.69734 -0.37602

Forces on atoms 1 to 2 (eV/Å):
C 0.0 0.2 -0.3
C 0.0 -0.2 0.1

Below is a cluster of 6 separate species, C42H47ClF5O3 in total in a non-equilibrium geometry, with properties calculated with ωB97M-V with the def2-TZVPD basis set.

Its charge is -1. For the LUMO energy, the calculation gives 1.959 eV. The calculation puts the frontier orbital gap at 0.13719 hartree.

Positions of all 98 atoms, in Å:
1 C 2.13523 -0.55155 -1.35330
2 C 2.28684 -1.03830 -2.80489
3 O 1.38828 -2.04390 -3.14275
4 C 0.10005 -1.51153 -3.54258
5 C -0.75221 -2.58602 -4.19447
6 C -2.23832 -2.21040 -4.49456
7 C -2.40701 -0.67207 -4.63270
8 C -2.74040 0.15135 -3.35663
9 C -4.26305 0.47476 -3.18243
10 C -4.46962 1.94492 -3.33159
11 O -4.56804 2.68586 -2.43797
12 O -4.49838 2.38507 -4.63276
13 C -3.13679 -2.71805 -3.39735
14 Cl -3.64449 -4.47725 -3.90209
15 C -2.52187 -2.90869 -1.99867
16 C -3.61609 -2.71457 -0.89726
17 H 2.21972 -1.41974 -0.70860
18 H 1.17370 -0.06017 -1.27188
19 H 2.91477 0.18033 -1.16355
20 H 2.20193 -0.14520 -3.43814
21 H 3.30180 -1.40758 -2.95222
22 H 0.32015 -0.73952 -4.27938
23 H -0.34024 -1.04054 -2.66328
24 H -0.67145 -3.55539 -3.70934
25 H -0.31067 -2.73576 -5.18314
26 H -3.27567 -0.55371 -5.29489
27 H -1.58030 -0.25166 -5.19574
28 H -2.26732 1.14016 -3.48774
29 H -2.33035 -0.23107 -2.43290
30 H -4.51318 0.19682 -2.16520
31 H -4.87390 -0.12507 -3.84867
32 H -3.65095 2.13518 -5.03249
33 H -4.07285 -2.18369 -3.39611
34 H -2.13214 -3.91348 -1.91378
35 H -1.73630 -2.20266 -1.76122
36 H -3.91788 -3.66944 -0.47607
37 H -3.23882 -2.04494 -0.12759
38 H -4.50004 -2.22659 -1.29701
39 F -6.26868 -3.14330 -3.11251
40 C -7.24352 -4.05118 -3.21159
41 C -7.61283 -4.50624 -4.46234
42 C -8.62208 -5.45179 -4.56327
43 C -9.25425 -5.92337 -3.41961
44 C -8.87182 -5.45174 -2.17133
45 C -7.85616 -4.51286 -2.06257
46 H -7.11034 -4.12195 -5.33989
47 H -8.91579 -5.82255 -5.53675
48 H -10.04417 -6.65948 -3.50254
49 H -9.36520 -5.81593 -1.27925
50 H -7.53681 -4.13898 -1.09859
51 F 2.53738 3.68933 -1.37425
52 C 2.53424 3.47306 -0.04529
53 C 1.33906 3.20807 0.59501
54 C 1.34093 2.98041 1.96273
55 C 2.52917 3.02891 2.67638
56 C 3.72031 3.29918 2.01874
57 C 3.72712 3.51871 0.64828
58 H 0.41932 3.17964 0.02471
59 H 0.41305 2.76278 2.47227
60 H 2.52614 2.85232 3.74397
61 H 4.64504 3.33976 2.57256
62 H 4.64892 3.72243 0.11718
63 F 6.36720 1.88665 2.33476
64 C 7.29124 1.99095 1.35556
65 C 8.00137 3.16679 1.22514
66 C 8.95143 3.26845 0.21937
67 C 9.16933 2.20212 -0.64220
68 C 8.44026 1.02952 -0.49596
69 C 7.49600 0.91792 0.51337
70 H 7.80982 3.98897 1.90280
71 H 9.52120 4.18140 0.10786
72 H 9.90788 2.28579 -1.42878
73 H 8.60590 0.19977 -1.16990
74 H 6.92156 0.01071 0.64890
75 F 3.18496 -0.34716 2.99960
76 C 3.98843 -0.62263 4.03989
77 C 3.71983 -1.72904 4.82242
78 C 4.55421 -2.01427 5.89346
79 C 5.63568 -1.18959 6.17364
80 C 5.88666 -0.07943 5.37798
81 C 5.06241 0.20669 4.29932
82 H 2.86781 -2.35512 4.59164
83 H 4.35967 -2.88168 6.51054
84 H 6.28254 -1.41309 7.01255
85 H 6.72712 0.56661 5.59735
86 H 5.24581 1.05916 3.66683
87 F 0.61208 3.30445 5.44155
88 C -0.67342 3.60528 5.71337
89 C -1.05969 3.75390 7.03041
90 C -2.38099 4.06740 7.31305
91 C -3.29694 4.21850 6.28109
92 C -2.89060 4.06124 4.96326
93 C -1.56880 3.75734 4.67355
94 H -0.33178 3.62424 7.82067
95 H -2.69601 4.19322 8.34058
96 H -4.32816 4.45904 6.50469
97 H -3.60389 4.17485 4.15789
98 H -1.23331 3.63990 3.65265

Forces on atoms 1 to 2 (eV/Å):
C 0.1 -0.3 -1.1
C 0.4 0.6 0.6

Below is the ion C5H12N with charge +1 in a non-equilibrium geometry, with properties calculated with ωB97M-V with the def2-TZVPD basis set.

Its charge is +1. For the LUMO energy, the calculation gives -3.679 eV. The calculation puts the relative energy (zero: lowest compared OMol25 entry of this formula, charge and spin) at 1.4739 eV. The SMILES is C=C([NH3+])CCC. The calculation puts the frontier orbital gap at 0.41106 hartree.

Positions of all 18 atoms, in Å:
1 C -0.72216 1.44796 -1.21129
2 C -0.61773 0.16630 -0.88960
3 N -1.84430 -0.44330 -0.25988
4 C 0.70271 -0.51709 -0.88171
5 C 1.13625 -0.88187 0.56707
6 C 1.05469 0.24640 1.54067
7 H -1.63147 2.04943 -1.13174
8 H 0.09275 2.04291 -1.59422
9 H -2.53917 0.29888 -0.34523
10 H -2.13216 -1.30384 -0.72815
11 H -1.66408 -0.60478 0.73382
12 H 0.72796 -1.38231 -1.54026
13 H 1.45361 0.22524 -1.16527
14 H 2.14080 -1.32692 0.41275
15 H 0.66402 -1.79759 0.95583
16 H 1.79484 0.28506 2.35854
17 H 1.22676 1.19826 1.01911
18 H 0.15670 0.29726 2.15956

Forces on atoms 1 to 2 (eV/Å):
C -0.9 0.4 -0.1
C 0.4 1.5 -0.2

Below is a structure of composition C40H83FN2NbO11S in a non-equilibrium geometry, with properties calculated with ωB97M-V with the def2-TZVPD basis set.

Its charge is -1. For the LUMO energy, the calculation gives 1.737 eV. The calculation puts the frontier orbital gap at 0.23176 hartree.

Positions of all 139 atoms, in Å:
1 C -6.44405 -0.07078 -2.87960
2 C -5.83924 0.11319 -1.83079
3 Nb -4.46216 0.71560 -0.07969
4 F -5.07366 -1.00688 0.88127
5 C -3.89958 2.64844 -1.04729
6 C -2.44973 2.80941 -1.62543
7 C -1.62675 3.95204 -0.87640
8 C -0.24057 4.17859 -1.63030
9 C 0.39276 5.52703 -1.06718
10 C 1.59876 5.15371 -0.08987
11 C 1.73159 6.23411 1.07752
12 S 0.60484 5.73388 2.44249
13 C 1.40291 4.44225 3.40186
14 N 2.67951 4.05457 3.50639
15 N 2.73947 3.06197 4.44895
16 C 1.47476 2.91140 4.90172
17 O 0.56950 3.70860 4.22587
18 C -2.83886 -0.51398 -1.09260
19 C -2.88625 -0.52882 -2.68350
20 C -1.40321 -0.57171 -3.28313
21 C -1.49420 -0.15122 -4.81622
22 O -1.83749 -1.32384 -5.60352
23 C -1.40143 -1.12419 -6.91908
24 C 0.11112 -1.07959 -7.32095
25 O -2.22044 -0.96454 -7.78933
26 C -3.05421 1.06064 1.71641
27 O -3.81425 0.75407 2.90058
28 C -3.36248 -0.40146 3.59072
29 C -3.24013 -0.01513 5.13192
30 O -1.88382 -0.18731 5.61567
31 C -1.64677 0.83456 6.59877
32 C -0.42721 0.36425 7.48263
33 C -6.16718 1.80458 0.97871
34 C -6.88490 2.86956 -0.08463
35 C -8.23799 3.56518 0.48850
36 O -6.86357 4.28537 0.32175
37 H -6.97684 -0.35715 -3.79853
38 H -4.05007 3.46716 -0.27122
39 H -4.65549 2.89114 -1.85397
40 H -1.78305 1.91308 -1.61314
41 H -2.52593 3.16370 -2.69995
42 H -1.48435 3.67842 0.20403
43 H -2.17545 4.92698 -0.95226
44 H -0.45993 4.27158 -2.73160
45 H 0.48233 3.34390 -1.44466
46 H 0.74997 6.17951 -1.91546
47 H -0.39505 6.08104 -0.48168
48 H 1.34437 4.17707 0.40430
49 H 2.56183 5.11019 -0.67275
50 H 2.80004 6.30708 1.41362
51 H 1.46490 7.23506 0.64526
52 H 1.30417 2.18881 5.72430
53 H -1.79749 -0.18078 -0.77888
54 H -2.92071 -1.58549 -0.73849
55 H -3.39133 -1.47669 -3.01669
56 H -3.37413 0.39199 -3.09740
57 H -0.92650 -1.58916 -3.16690
58 H -0.78440 0.16371 -2.69118
59 H -0.52875 0.33446 -5.13439
60 H -2.30156 0.62806 -4.91079
61 H 0.51203 -0.02763 -7.39974
62 H 0.19877 -1.56690 -8.32185
63 H 0.76396 -1.59344 -6.55968
64 H -2.15464 0.41761 1.53771
65 H -2.79154 2.15402 1.70757
66 H -4.13928 -1.22081 3.53584
67 H -2.40166 -0.84296 3.22420
68 H -3.97178 -0.61461 5.75769
69 H -3.56815 1.06264 5.22372
70 H -1.35725 1.77527 6.04017
71 H -2.53204 1.00775 7.27555
72 H -0.69164 -0.65726 7.88159
73 H -0.23791 1.04154 8.35944
74 H 0.46124 0.24894 6.80780
75 H -5.77619 2.48277 1.78821
76 H -7.00211 1.14081 1.31866
77 H -6.86284 2.60464 -1.20677
78 H -8.93522 4.06993 -0.22589
79 H -8.37110 3.64033 1.59068
80 C 1.77447 -4.22210 -0.78136
81 C 0.30900 -4.09138 -1.17125
82 C -0.28065 -5.43967 -1.55464
83 O 0.18386 -3.18960 -2.26777
84 H 2.36868 -4.60399 -1.61387
85 H 2.18921 -3.24538 -0.51842
86 H 1.89672 -4.89501 0.07039
87 H -0.25666 -3.66587 -0.33910
88 H 0.24386 -5.86240 -2.41761
89 H -1.32882 -5.33138 -1.84197
90 H -0.21653 -6.14896 -0.72622
91 H 0.67961 -3.55352 -3.01200
92 C 4.14477 -8.65917 -2.19821
93 C 4.48072 -7.20334 -2.48397
94 C 5.98319 -6.99118 -2.58519
95 O 3.95276 -6.38091 -1.44395
96 H 4.57692 -8.97813 -1.24464
97 H 3.06382 -8.79458 -2.11757
98 H 4.52095 -9.31383 -2.98760
99 H 4.00261 -6.89235 -3.41579
100 H 6.47789 -7.25407 -1.64413
101 H 6.21071 -5.94252 -2.77933
102 H 6.41466 -7.59517 -3.38593
103 H 4.36865 -6.64721 -0.61476
104 C -4.36146 4.90454 3.00348
105 C -3.64905 6.22874 3.22700
106 C -4.58648 7.26603 3.82683
107 O -3.13875 6.71090 1.98390
108 H -5.19533 5.02252 2.30377
109 H -3.68015 4.17317 2.56254
110 H -4.74858 4.50016 3.94199
111 H -2.79366 6.07950 3.89095
112 H -5.42742 7.46417 3.15539
113 H -4.06550 8.21583 3.97207
114 H -4.98043 6.93257 4.78977
115 H -3.88743 6.84551 1.38922
116 C 1.98906 -1.29168 2.60378
117 C 2.32599 -0.57775 1.30366
118 C 3.82477 -0.58079 1.04261
119 O 1.85746 0.76472 1.36360
120 H 2.46255 -0.79293 3.45553
121 H 0.91184 -1.27187 2.78349
122 H 2.32063 -2.33284 2.58064
123 H 1.80714 -1.06328 0.47370
124 H 4.35980 -0.05784 1.84150
125 H 4.05249 -0.05593 0.11202
126 H 4.21191 -1.60049 0.97282
127 H 2.30700 1.20781 2.09527
128 C 9.10721 -4.51317 -1.47876
129 C 9.53491 -5.59097 -2.46312
130 C 10.96608 -5.37599 -2.93114
131 O 8.65920 -5.58159 -3.58898
132 H 9.14531 -3.52368 -1.94429
133 H 8.07511 -4.67358 -1.15930
134 H 9.74941 -4.50736 -0.59524
135 H 9.44589 -6.57345 -1.99363
136 H 11.06688 -4.41551 -3.44562
137 H 11.25626 -6.15008 -3.64497
138 H 11.66389 -5.39601 -2.09103
139 H 8.72875 -4.71743 -4.01321

Forces on atoms 1 to 2 (eV/Å):
C -0.3 -0.4 -0.4
C 0.2 0.2 -0.4

Q: Among the records above, which one has the lowest LUMO energy?
A: C5H12N